{"formula": "C17H31N4O7", "method": "wB97M-V/def2-TZVPD", "species": ["O", "O", "O", "O", "O", "O", "O", "N", "N", "N", "N", "C", "C", "C", "C", "C", "C", "C", "C", "C", "C", "C", "C", "C", "C", "C", "C", "C", "H", "H", "H", "H", "H", "H", "H", "H", "H", "H", "H", "H", "H", "H", "H", "H", "H", "H", "H", "H", "H", "H", "H", "H", "H", "H", "H", "H", "H", "H", "H"], "positions_angstrom": [[3.157754, 1.254002, 0.884602], [3.775582, -0.022487, 7.495345], [-0.199504, -1.124496, -3.561941], [-2.019884, -2.054760, -4.533388], [-1.283671, -0.019014, -5.189421], [2.262872, 1.395368, 6.593617], [3.047194, -0.324468, 5.375591], [0.300196, 1.586022, 1.207430], [2.379133, 0.163045, 1.098431], [-1.036501, -0.287131, 1.466898], [0.219927, -0.812045, 1.413222], [4.833879, 0.375030, -1.653678], [1.048984, 0.369862, 1.229205], [-2.117079, -1.309564, 1.609653], [-1.242494, -1.152243, -4.438811], [-4.407101, -1.828695, -1.653290], [5.376992, 1.199245, -0.397496], [-4.965054, 0.447118, -2.970542], [1.811393, 1.596425, 5.261812], [3.094834, 0.317607, 6.578237], [-0.348391, 0.892622, -4.629197], [0.610573, -0.008226, -3.909735], [-5.500158, -0.715715, -1.987811], [-1.074832, 1.125669, 1.378050], [1.969277, 0.238296, 4.644243], [-3.362294, -0.922516, 0.656368], [4.578697, 0.944657, 0.960307], [-3.111161, -1.287831, -0.883690], [-4.189143, 1.114526, -2.471188], [5.413412, 2.300753, -0.683327], [4.805172, -0.751144, -1.512841], [-2.714424, -0.387359, -1.482443], [0.519220, -1.793411, 1.474706], [6.454156, 0.840188, -0.207185], [0.136549, 1.480382, -5.409313], [-4.091261, -2.360763, -2.607442], [2.699539, -0.807981, 1.165138], [-6.341844, -1.247969, -2.563386], [2.443713, 2.350058, 4.783602], [5.506919, 0.566507, -2.566358], [-3.569375, 0.197494, 0.703639], [1.033051, 0.458244, -3.018375], [-5.872432, 1.121553, -3.185015], [2.206727, 0.288983, 3.581767], [-5.994980, -0.254647, -1.059187], [1.082762, -0.389439, 4.781382], [4.765944, -0.123467, 1.323135], [-2.024427, 1.740853, 1.422627], [-2.298024, -2.096043, -0.982204], [-0.876669, 1.569594, -3.951249], [-4.637073, 0.014535, -3.967538], [-1.708158, -2.292620, 1.172420], [0.777211, 1.943178, 5.250289], [5.020572, 1.668229, 1.738016], [1.426712, -0.350275, -4.552385], [3.815479, 0.822223, -1.942437], [-2.419873, -1.523036, 2.682480], [-4.255188, -1.518201, 1.025946], [-4.913433, -2.616722, -0.987288]], "forces_ev_per_angstrom": [[1.2, 0.1, -0.3], [-0.5, 0.2, -0.8], [-0.4, 0.0, -0.1], [0.5, 0.6, 0.2], [0.1, -0.5, 0.3], [0.2, -0.5, -0.2], [-0.1, 0.2, 0.1], [-1.9, -4.2, 0.6], [-2.8, -0.4, 0.3], [-2.2, 1.2, 0.4], [2.1, 4.9, -0.6], [0.0, 1.0, -0.5], [-1.7, -0.3, 0.1], [-1.4, -0.7, -1.3], [-0.8, -0.7, -0.3], [-0.4, 0.1, 0.7], [0.1, -0.9, -0.4], [-1.3, 0.0, 0.5], [-0.4, 0.7, -0.2], [0.7, -0.2, 1.2], [0.1, 0.8, -0.2], [0.8, 0.1, 0.2], [0.0, 0.0, -0.9], [4.5, -3.2, -0.3], [-0.2, -0.3, -0.5], [0.3, -0.2, -0.3], [2.1, 0.5, 0.1], [0.3, -0.2, -0.8], [-0.8, -1.0, -0.8], [-0.1, -1.4, 0.6], [-0.2, 1.4, 0.0], [-0.5, -1.2, 1.1], [-0.9, 0.7, 0.0], [-1.6, 0.7, 0.0], [-0.2, -0.1, 0.0], [-0.3, 0.8, 1.2], [0.6, 0.9, -0.3], [1.2, 0.7, 0.9], [0.0, -0.1, 0.0], [-0.9, -0.3, 1.5], [0.0, -1.5, 0.3], [-0.1, -0.2, 0.0], [1.4, -0.9, 0.2], [0.2, -0.1, 0.2], [0.9, -0.7, -1.2], [0.0, 0.0, 0.1], [-0.5, 1.4, -0.5], [1.5, -1.0, -0.1], [-1.1, 1.1, 0.3], [0.0, -0.1, 0.0], [-0.1, 0.6, 1.4], [-0.4, 1.5, 0.7], [0.1, 0.0, 0.2], [-0.8, -1.2, -1.0], [-0.1, 0.0, 0.0], [1.3, -1.0, 0.4], [0.5, 0.7, -1.2], [1.0, 0.9, -0.4], [0.8, 1.0, -0.9]], "de_lowest_kcal_mol": 78.3, "gap_ev": 8.9, "lumo_ev": -3.8, "spin_multiplicity": 1, "charge": 1, "e_tot_ha": -1411.65129}

{"formula": "C17H31NO5", "method": "wB97M-V/def2-TZVPD", "species": ["O", "O", "O", "O", "O", "N", "C", "C", "C", "C", "C", "C", "C", "C", "C", "C", "C", "C", "C", "C", "C", "C", "C", "H", "H", "H", "H", "H", "H", "H", "H", "H", "H", "H", "H", "H", "H", "H", "H", "H", "H", "H", "H", "H", "H", "H", "H", "H", "H", "H", "H", "H", "H", "H"], "positions_angstrom": [[4.145888, -1.518487, 2.152459], [3.822956, 2.929252, 0.788099], [-0.287918, -1.089501, -4.038016], [-2.054474, -1.702144, 1.284353], [1.671749, 3.563303, 0.936092], [-3.976614, -1.771819, 2.431112], [-5.413806, -1.707725, 2.622608], [-3.273597, -1.618456, 1.278028], [2.795693, 0.020232, 0.888536], [1.995372, -0.992778, 3.088668], [0.455297, 2.847038, -2.144410], [0.404247, 2.908201, 0.745332], [-0.316937, -0.301097, -1.347831], [0.131147, 0.150803, -4.576552], [-0.167601, 0.425903, -0.000087], [3.206774, -0.439784, 2.292125], [0.722304, -1.683417, -3.243511], [0.940383, -1.004180, -1.849133], [2.001385, 1.306276, 1.038891], [2.708078, 2.658505, 0.911464], [-4.052351, -1.345253, 0.014443], [1.316299, 2.173462, -1.326332], [0.845414, 1.607605, 0.032705], [-4.733599, -2.170123, -0.198428], [0.350729, 0.027330, -5.644395], [-0.369866, 3.502494, 0.266099], [-5.644424, -0.914229, 3.335416], [0.521462, -2.740788, -3.057318], [3.706590, 0.129896, 0.295287], [4.492301, -1.704349, 3.033466], [1.800188, -0.334161, -1.961597], [-0.758818, 0.378408, -2.074283], [2.290822, -1.763243, 3.799270], [0.016248, 2.670857, 1.749473], [-3.394718, -1.951586, 3.234781], [1.237714, -1.806643, -1.169892], [1.646225, -1.650771, -3.840152], [-4.614859, -0.415123, 0.107973], [-5.932072, -1.509987, 1.690465], [-0.371435, 2.338059, -2.638034], [2.191936, -0.796076, 0.498446], [1.536351, 1.366873, 2.028667], [1.595340, -0.156836, 3.681162], [-0.661150, 0.897614, -4.484591], [-5.762535, -2.657584, 3.031221], [1.175872, -1.309982, 2.441226], [-1.062229, -1.087557, -1.183176], [3.694690, 0.363542, 2.858711], [0.544065, 3.924757, -2.280113], [2.356873, 2.065495, -1.643087], [0.015039, -0.263789, 0.820926], [1.024848, 0.536922, -4.080139], [-3.358051, -1.247536, -0.815520], [-1.153228, 0.862178, 0.219100]], "forces_ev_per_angstrom": [[0.2, 0.3, -0.2], [3.4, 1.2, -0.2], [-0.1, -0.1, 0.4], [-0.1, 0.0, 0.0], [0.0, 1.3, -0.3], [-0.1, 0.1, -0.3], [0.3, -0.1, 0.4], [0.2, -0.1, 0.1], [0.5, 0.1, 1.1], [0.0, 1.6, 0.2], [0.1, -0.2, -0.2], [0.0, -1.1, 1.1], [0.1, -0.5, 0.8], [0.1, -0.1, -0.4], [-0.7, 1.1, -0.3], [-0.1, -1.3, 0.3], [0.5, 0.1, 0.3], [0.1, 0.0, -1.2], [0.4, 0.3, -1.4], [-4.0, -1.8, 0.6], [0.1, 0.0, 0.0], [-0.2, -0.7, -0.2], [-0.5, -1.5, -0.3], [-0.1, 0.1, 0.0], [0.0, 0.0, 0.1], [0.6, 0.3, -0.4], [-0.2, 0.0, -0.1], [-0.6, 0.1, -0.4], [-0.2, 0.1, -0.1], [0.0, -0.1, -0.2], [-0.2, 0.1, 0.3], [0.3, -0.1, -0.1], [0.0, -0.1, -0.2], [-0.1, -0.1, -0.2], [0.0, 0.0, 0.0], [0.0, 0.2, 0.1], [0.1, -0.1, 0.3], [-0.1, -0.1, 0.0], [0.1, 0.0, 0.0], [-1.2, 0.5, 1.5], [0.0, 0.2, -0.3], [-0.1, -0.4, -0.1], [-0.1, -0.3, 0.1], [-0.1, -0.1, 0.1], [-0.2, 0.0, -0.1], [0.2, -0.4, 0.0], [0.0, 0.1, 0.0], [-0.1, 0.1, -0.2], [1.1, -0.4, -1.7], [0.5, 1.5, 1.2], [0.1, -0.1, -0.1], [-0.1, 0.0, 0.0], [0.1, 0.0, 0.1], [0.0, -0.2, 0.0]], "de_lowest_kcal_mol": 114.9, "gap_ev": 8.0, "lumo_ev": 0.1, "spin_multiplicity": 1, "e_tot_ha": -1097.16904, "smiles": "C=C[C@]1(CCCCOC)COC(=O)[C@@H]1C[C@@H](C)O.CNC(C)=O"}

| no. | HOMO energy (eV) |
| --- | --- |
| 1 | -12.691 |
| 2 | -7.921 |